13
Properties=species:S:1:pos:R:3:forces:R:3 method="wB97M-V/def2-TZVPD" lumo_energy_ha=-0.1865 spin_multiplicity=1 homo_energy_ha=-0.52866 relative_energy_ev=1.136 gap_ev=9.3 max_force_ev_per_a=5.5 charge=+1
P -1.0401 1.9737 0.6925 0.255 -0.369 -0.436
N 0.6323 0.0011 -0.2617 1.023 3.398 -4.144
C 0.9678 -1.3262 -0.7757 0.271 -1.008 -0.228
C -0.7232 0.1538 0.2573 -0.933 0.593 0.435
H 1.3306 0.3377 0.4083 -0.091 -0.060 -0.158
H -2.3320 1.7358 1.1481 -0.443 -0.034 0.043
H -0.4999 1.8789 1.9784 0.211 0.066 0.301
H 0.2690 -1.6143 -1.5614 0.011 0.177 0.105
H -1.4375 -0.1600 -0.5101 0.220 0.024 0.080
H 1.9800 -1.3419 -1.1755 -0.043 0.127 0.050
H 0.9003 -2.0599 0.0308 -0.030 0.156 0.018
H 0.7947 0.9193 -1.3587 -0.598 -3.082 4.078
H -0.8419 -0.4980 1.1276 0.147 0.011 -0.144